38
Properties=species:S:1:pos:R:3 method="wB97M-V/def2-TZVPD" e_tot_ev=-55192.6003 fmax_ha_per_bohr=0.114 molar_mass_g_mol=481.12 smiles="O=[PH2]C1=C(c2ccccn2)C(=O)C(P(=O)(O)O)=C(CCCI)C1=O" e_lumo_ev=-1.7
O 1.3672 -3.1886 1.3573
P 2.3321 -1.9589 1.3896
C 1.2181 -0.4343 1.3508
C 1.4452 0.7005 0.5014
C 2.6939 0.7559 -0.5231
C 2.2859 0.6959 -2.0028
C 3.4748 0.6950 -3.0365
C 4.8570 0.7565 -2.3104
C 5.0701 0.8529 -0.7907
N 3.9601 0.8498 0.0960
C 0.3575 1.8986 0.5909
O 0.6695 3.1079 0.6405
C -1.1729 1.3710 0.6664
P -2.5490 2.1788 -0.3470
O -2.0080 3.4296 -1.0845
O -3.9093 2.6186 0.5618
O -2.9313 1.0553 -1.6067
C -1.3982 0.2342 1.5175
C -2.8429 -0.4604 1.6877
C -2.6802 -1.9364 0.9975
C -3.7090 -2.1676 -0.2218
I -2.8380 -3.6724 -1.5806
C -0.1046 -0.3728 2.2815
O -0.1334 -0.7164 3.4796
H 3.1612 -2.0471 2.5524
H 3.0948 -2.0418 0.1648
H 1.1968 0.6489 -2.3409
H 3.3373 0.6280 -4.1601
H 5.7989 0.7300 -2.9684
H 6.1188 0.9240 -0.3641
H -4.4996 3.0761 -0.0969
H -2.1003 0.7956 -2.0636
H -3.0250 -0.6570 2.8060
H -3.6701 0.1578 1.2068
H -1.6195 -2.0138 0.5397
H -2.7251 -2.7842 1.7741
H -4.7285 -2.4978 0.1943
H -3.7944 -1.2117 -0.8584

***

36
Properties=species:S:1:pos:R:3 method="wB97M-V/def2-TZVPD" e_tot_ev=-39357.2500 fmax_ha_per_bohr=0.043 molar_mass_g_mol=324.33 charge=-1 smiles="Cc1ccc([S@@](=O)([O-])=NC(=O)[C@@]2(C)C(=O)CCOC2=O)cc1" e_lumo_ev=2.8
C -1.2236 -2.4482 -5.2236
C -1.0145 -1.4879 -4.0818
C 0.1565 -0.7290 -3.9978
C 0.3689 0.1516 -2.9378
C -0.6062 0.2692 -1.9426
S -0.4299 1.5288 -0.6729
O 0.5377 2.4272 -1.2468
O -1.7734 1.9766 -0.3955
N 0.1248 0.7335 0.6571
C 1.1324 1.3048 1.3406
O 2.1968 1.7897 0.9482
C 0.8501 1.2836 2.8274
C 0.7269 2.6903 3.4133
C -0.4089 0.4551 3.1592
O -1.4846 0.9399 3.4160
C -0.1405 -1.0396 3.2797
C 1.1329 -1.4234 2.5840
O 2.2952 -0.6641 3.0729
C 2.1062 0.6360 3.3868
O 2.9039 1.2576 4.0583
C -1.7950 -0.4521 -2.0255
C -1.9935 -1.3283 -3.0888
H -2.1762 -2.9717 -5.0968
H -1.2365 -1.9322 -6.1948
H -0.4102 -3.1881 -5.2522
H 0.9086 -0.8130 -4.7843
H 1.2604 0.7620 -2.8870
H 1.5999 3.2621 3.0913
H -0.1968 3.1530 3.0630
H 0.7254 2.6109 4.5044
H -0.0838 -1.2881 4.3494
H -0.9866 -1.5702 2.8419
H 1.4098 -2.4604 2.7787
H 1.0139 -1.2551 1.5042
H -2.5636 -0.2979 -1.2782
H -2.9263 -1.8827 -3.1700

***

29
Properties=species:S:1:pos:R:3 method="wB97M-V/def2-TZVPD" e_tot_ev=-22615.3492 fmax_ha_per_bohr=0.161 molar_mass_g_mol=210.35 e_lumo_ev="-0.3 / -0.8"
C -0.7496 -3.5652 -0.5162
C -0.3328 -2.5330 -0.0139
C 4.0707 -1.6484 0.1876
C 4.4330 -0.2745 0.1421
C 2.7759 -2.0570 0.1605
C 3.4809 0.7566 0.1337
C 1.7990 -1.0350 0.2120
C 2.1530 0.3431 0.3066
C 0.4941 -1.4408 0.2519
C -0.7254 0.2230 0.3336
C -2.0092 0.1356 0.2754
C -2.8296 -0.9555 0.4489
C -4.3726 -0.8726 0.3084
C 0.9845 3.0017 -0.7847
Si 0.6551 1.5445 0.4428
H -1.3622 -4.3272 -0.9145
H 4.9889 -2.2457 0.0566
H 5.4437 0.0051 0.1468
H 2.5283 -3.0919 -0.1810
H 3.8180 1.7480 0.3173
H -2.5106 1.1074 0.0702
H -2.3969 -1.8498 0.6911
H -4.7124 -0.7721 1.3376
H -4.7306 -1.8207 -0.2347
H -4.6109 0.0559 -0.2058
H 0.0370 3.6207 -0.8616
H 1.8702 3.5431 -0.3102
H 1.2808 2.6365 -1.7823
H 0.8244 2.2538 1.8994

***

42
Properties=species:S:1:pos:R:3 method="wB97M-V/def2-TZVPD" multiplicity=5 e_tot_ev=-125615.8966 fmax_ha_per_bohr=0.011 molar_mass_g_mol=576.57 charge=+1 e_lumo_ev="-3.5 / -7.0"
Pd 0.4195 -0.1470 0.0708
Br 3.3621 2.0268 -0.1366
C 3.7279 0.1974 -0.0497
C 5.0462 -0.2563 -0.0604
C 5.2775 -1.6144 0.0006
C 4.1962 -2.4860 0.0748
C 2.9280 -1.9479 0.0865
N 2.6876 -0.6253 0.0240
C 1.7289 -2.8597 0.1740
O 1.8039 -4.0526 0.2147
O 0.5865 -2.1912 0.2033
H 5.8546 0.4554 -0.1163
H 6.2892 -1.9945 -0.0080
H 4.3143 -3.5578 0.1256
C -3.9737 -4.8387 -1.6449
Si -4.4979 -4.0692 -0.0239
C -6.3448 -3.8069 0.0244
C -3.9429 -5.0816 1.4471
C -3.7217 -2.2976 0.1010
C -4.5720 -1.1864 0.1648
C -4.0579 0.0828 0.2799
C -2.6649 0.2564 0.3175
N -1.8174 -0.7511 0.2387
C -2.3307 -2.0118 0.1416
S -1.3004 -3.3593 0.0910
H -4.4586 -5.8098 -1.7413
H -2.9000 -5.0062 -1.7046
H -4.2732 -4.2341 -2.4987
H -6.8399 -4.7758 -0.0239
H -6.7059 -3.2219 -0.8197
H -6.6706 -3.3271 0.9460
H -4.4881 -6.0255 1.4381
H -4.1615 -4.5850 2.3904
H -2.8825 -5.3231 1.4244
H -5.6416 -1.3279 0.1293
H -4.6962 0.9518 0.3364
H -2.2508 1.2512 0.4059
F -1.5598 2.8615 -0.4389
B -0.2404 2.5641 -0.4242
F 0.0064 1.4487 -1.3616
F 0.5889 3.5855 -0.6458
F 0.0692 1.8715 0.8475

***

43
Properties=species:S:1:pos:R:3 method="wB97M-V/def2-TZVPD" multiplicity=4 e_tot_ev=-63959.2921 fmax_ha_per_bohr=0.079 molar_mass_g_mol=526.18 e_lumo_ev="-0.8 / -4.2"
Tc 7.2816 9.0419 9.4888
O 4.7028 9.1406 10.1221
C 4.1707 8.9210 8.7876
C 4.7677 9.9187 7.7990
N 6.2513 9.9439 7.7910
C 6.6656 11.3751 7.7697
C 6.6178 11.7813 9.2709
O 6.3090 12.8857 9.6339
O 6.9011 10.8326 10.0984
C 6.8150 9.2297 6.6189
C 8.1734 8.7640 6.9172
O 8.9059 8.1792 6.1306
O 8.6436 9.1179 8.1674
H 4.8820 8.2325 10.4415
H 3.0652 9.1054 8.8191
H 4.2791 7.8633 8.4133
H 4.3351 10.9244 8.0767
H 4.3950 9.6896 6.8040
H 6.0337 12.0380 7.2282
H 7.6901 11.4569 7.3362
H 6.8368 9.9201 5.7549
H 6.1836 8.3900 6.2773
O 9.4896 7.7557 10.7868
C 8.6125 8.5662 11.0862
Cl 6.9515 6.6375 12.7609
C 8.3333 7.0657 13.7008
C 8.5842 6.1483 14.7544
C 9.4591 6.5275 15.7638
C 10.0681 7.8038 15.7099
C 9.8231 8.6955 14.6590
C 8.9352 8.3461 13.5963
C 8.6193 9.2858 12.4528
H 7.9456 5.2595 14.8329
H 9.5390 5.9767 16.7119
H 10.7215 8.0907 16.4649
H 10.3324 9.6950 14.6551
H 7.6433 9.8811 12.6037
H 9.3848 10.0476 12.3840
O 8.8922 3.5736 8.3204
Cl 9.0640 3.7387 6.8370
O 7.8134 3.3442 6.0351
O 10.2782 2.9541 6.3764
O 6.7591 7.4743 9.6682

***

33
Properties=species:S:1:pos:R:3 method="wB97M-V/def2-TZVPD" e_tot_ev=-22507.1026 fmax_ha_per_bohr=0.011 molar_mass_g_mol=246.29 smiles="Cc1ccc(NC(=O)CCn2cccc2)cc1F" e_lumo_ev=0.6
C 4.5578 2.7738 2.8724
C 3.3821 2.1923 2.1531
C 3.3328 2.0642 0.7718
C 2.2381 1.5233 0.1222
C 1.1396 1.0879 0.8556
N -0.0035 0.5307 0.2719
C -0.2698 0.3158 -1.0476
O 0.4882 0.5741 -1.9543
C -1.6216 -0.3357 -1.2942
C -1.4028 -1.7927 -1.7443
N -2.6442 -2.4333 -2.0648
C -3.2814 -2.3672 -3.2642
C -4.4758 -3.0245 -3.1617
C -4.5724 -3.5020 -1.8397
C -3.4328 -3.1151 -1.1911
C 1.1612 1.2044 2.2440
C 2.2693 1.7477 2.8580
F 2.2640 1.8488 4.2070
H 4.2502 3.6359 3.4631
H 5.3259 3.0819 2.1689
H 4.9796 2.0411 3.5597
H 4.1763 2.3976 0.1863
H 2.2288 1.4374 -0.9507
H -0.7184 0.2681 0.9363
H -2.1184 0.2041 -2.1023
H -2.2607 -0.3108 -0.4107
H -0.9080 -2.3552 -0.9463
H -0.7533 -1.7921 -2.6242
H -2.8328 -1.8682 -4.1008
H -5.1994 -3.1552 -3.9418
H -5.3829 -4.0653 -1.4213
H -3.1189 -3.2869 -0.1795
H 0.3282 0.8787 2.8493

***

36
Properties=species:S:1:pos:R:3 method="wB97M-V/def2-TZVPD" e_tot_ev=-36209.5274 fmax_ha_per_bohr=0.023 molar_mass_g_mol=305.36 smiles="COc1ccc(NC(=O)CSC2=NC(=O)CC(C)=N2)cc1" e_lumo_ev=-0.6
C 6.1085 1.0536 0.5194
O 5.1584 1.1540 -0.5133
C 3.9989 0.4468 -0.3995
C 3.6684 -0.3854 0.6637
C 2.4620 -1.0640 0.6769
C 1.5653 -0.9218 -0.3726
N 0.3317 -1.5868 -0.4216
C -0.2016 -2.4382 0.4768
O 0.3283 -2.8500 1.4817
C -1.5970 -2.9663 0.1165
S -2.5209 -2.0773 -1.1662
C -2.8543 -0.5944 -0.3332
N -2.3563 -0.3926 0.8325
C -2.7033 0.7521 1.5165
O -2.0581 1.1892 2.4307
C -4.0115 1.3990 1.0371
C -4.1210 1.2745 -0.4493
C -4.8607 2.3144 -1.2052
N -3.5870 0.2974 -1.0807
C 1.8931 -0.0840 -1.4376
C 3.0929 0.5906 -1.4519
H 6.9358 1.6961 0.2215
H 6.4715 0.0270 0.6336
H 5.7039 1.4046 1.4741
H 4.3411 -0.5179 1.4957
H 2.2140 -1.7042 1.5064
H -0.2365 -1.3532 -1.2272
H -1.4970 -3.9903 -0.2475
H -2.1948 -2.9712 1.0276
H -4.8297 0.8369 1.5026
H -4.0767 2.4323 1.3776
H -4.3275 3.2619 -1.1294
H -5.8510 2.4580 -0.7758
H -4.9442 2.0307 -2.2500
H 1.2001 0.0381 -2.2585
H 3.3554 1.2404 -2.2715